No. 1
20
Properties=species:S:1:pos:R:3 method="wB97M-V/def2-TZVPD" orbital_gap_ha=0.3421 energy_ha=-1752.33106 e_lumo_ev=0.71 fmax_ev_per_a=1.67 e_homo_ev=-8.60 relative_energy_kj_mol=41.7 smiles=CSSC.CSSC
C -5.363 -3.265 -0.108
S -4.434 -4.772 -0.226
S -4.519 -5.651 1.591
C -5.943 -6.696 1.312
H -6.306 -3.451 0.432
H -5.599 -2.804 -1.082
H -4.755 -2.556 0.479
H -6.048 -7.402 2.153
H -5.991 -7.263 0.368
H -6.788 -5.988 1.341
C 3.215 0.326 6.300
S 2.437 -1.357 6.420
S 1.380 -1.414 4.744
C 2.717 -1.553 3.524
H 3.872 0.410 7.182
H 2.445 1.113 6.359
H 3.819 0.492 5.393
H 3.417 -2.366 3.781
H 3.257 -0.593 3.580
H 2.370 -1.702 2.488

***

No. 2
20
Properties=species:S:1:pos:R:3 method="wB97M-V/def2-TZVPD" orbital_gap_ha=0.2797 energy_ha=-1199.27958 e_lumo_ev=-0.31 fmax_ev_per_a=3.86 e_homo_ev=-7.92 relative_energy_kj_mol=384.0
C 3.000 -0.636 -0.147
C -0.648 2.094 0.361
C 1.733 -0.789 0.593
C -0.531 0.939 1.343
Si -2.692 -1.146 -1.518
Si 1.299 0.679 1.798
Cl -3.601 -1.928 0.039
H 2.877 0.150 -0.814
H 3.740 -0.518 0.550
H 3.006 -1.588 -0.640
H -0.004 1.711 -0.448
H -1.598 2.149 -0.127
H -0.224 3.101 0.598
H 1.802 -1.731 1.204
H 0.951 -0.941 -0.310
H -0.944 0.015 0.972
H -1.005 1.162 2.256
H -2.052 -2.149 -2.318
H -3.528 -0.466 -2.351
H -1.580 -0.109 -1.042

***

No. 3
19
Properties=species:S:1:pos:R:3 method="wB97M-V/def2-TZVPD" orbital_gap_ha=0.3856 energy_ha=-269.39939 e_lumo_ev=-3.13 fmax_ev_per_a=3.62 e_homo_ev=-13.62 relative_energy_kj_mol=266.0 smiles=CNCC[NH2+]C charge=+1
C -1.957 0.774 -1.204
N -1.417 -0.421 -0.450
C -0.241 -1.217 -0.887
C 1.127 -0.362 -0.582
N 0.887 0.474 0.652
C 1.396 0.178 2.154
H -1.388 0.920 -2.151
H -3.024 0.744 -1.344
H -1.783 1.646 -0.525
H -2.133 -1.000 -0.166
H -0.079 -2.280 -0.520
H -0.123 -1.346 -1.951
H 2.075 -0.816 -0.463
H 1.262 0.387 -1.446
H -0.205 0.365 0.741
H 1.168 1.514 0.572
H 1.794 -0.862 2.192
H 1.972 1.053 2.341
H 0.668 0.247 3.035